CH8N3O | ωB97M-V/def2-TZVPD

Structure (XYZ):
```
13
CH8N3O, DFT ωB97M-V/def2-TZVPD
N -0.65939 -0.77663 0.32772
C 0.64664 -0.64964 0.19853
N 1.58314 -1.28242 0.86358
N 1.02843 0.11797 -0.87557
H -1.28759 -0.16834 -0.17935
H -1.12027 -1.02878 1.19651
H 2.57714 -1.17860 0.75306
H 1.28439 -1.86939 1.63204
H 0.71496 0.09523 -1.82888
H 1.73684 0.81724 -0.71280
H -2.67657 1.51147 -0.14652
H -2.00864 2.67557 -0.70303
O -1.81908 1.73631 -0.52529
```

- Frontier orbital gap: 0.43448 hartree
- HOMO energy: -15.0 eV
- Charge: +1

C4H6N2O | ωB97M-V/def2-TZVPD

Structure (XYZ):
```
13
C4H6N2O, DFT ωB97M-V/def2-TZVPD
N -1.90576 0.55151 0.00082
C -0.50081 0.30917 0.07837
C 0.63602 1.17314 0.14901
C 1.75325 0.39612 0.05714
N 1.35093 -0.92706 -0.02129
C -0.00463 -0.96773 -0.00557
O -0.69288 -2.12573 -0.06288
H -2.12863 1.10105 -0.82698
H -2.21287 1.09308 0.80142
H 0.65547 2.25469 0.17196
H 2.73402 0.71917 -0.26986
H 1.93733 -1.74687 -0.00019
H -1.62143 -1.83054 -0.07196
```

- Frontier orbital gap: 0.31392 hartree
- HOMO energy: -7.6 eV

C28H31Cl3O2OsSi | ωB97M-V/def2-TZVPD

Structure (XYZ):
```
66
C28H31Cl3O2OsSi, DFT ωB97M-V/def2-TZVPD
C 0.96385 2.05653 -0.16011
C -0.07291 2.34023 0.76363
C -1.29293 1.93965 0.17794
C 0.05701 3.13043 2.02902
C -1.00838 1.24908 -1.04863
C 0.41867 1.30484 -1.26252
C 1.04947 1.09500 -2.60906
C 2.31292 2.70063 -0.09314
C -2.62848 2.33523 0.72350
C -1.98926 0.92270 -2.13415
Os 0.08809 -0.04031 0.36006
Cl 0.37710 -0.01616 2.69478
Cl 2.37550 -0.50012 0.48431
Cl -2.16164 -0.75925 0.86178
H 1.04817 2.99952 2.46685
H -0.69018 2.81595 2.76117
H -0.09631 4.19162 1.80539
H -2.70887 2.07903 1.78892
H -3.45042 1.86308 0.17814
H -2.74391 3.42610 0.63116
H -2.82969 0.34837 -1.74319
H -1.49699 0.34479 -2.91746
H -2.37326 1.84453 -2.59441
H 0.43908 0.40119 -3.18579
H 2.04683 0.67087 -2.51564
H 1.10259 2.03922 -3.16904
H 2.78307 2.53049 0.88344
H 2.18409 3.78614 -0.22912
H 2.96880 2.34164 -0.89221
O 3.05993 -1.80610 -2.58728
H 3.59478 -1.77981 -3.39597
O 0.08710 -1.87402 -0.57556
Si 0.06622 -3.25367 0.30921
C -1.22377 -4.49167 -0.28442
C -2.56753 -4.22494 -0.03672
C -3.57609 -5.05383 -0.53386
C -3.25528 -6.15634 -1.33280
C -1.90829 -6.45639 -1.57294
C -0.89426 -5.63728 -1.03592
C 1.59231 -4.34597 0.17965
C 1.73750 -5.59871 0.82588
C 2.92274 -6.34663 0.64699
C 3.94802 -5.81948 -0.15666
C 3.78189 -4.57963 -0.77748
C 2.60270 -3.85293 -0.61940
C -0.06168 -3.22182 2.18743
C -1.28187 -3.00126 2.81580
C -1.41936 -2.99211 4.20488
C -0.33462 -3.28448 5.02166
C 0.89042 -3.58502 4.41702
C 1.03487 -3.50901 3.01688
H -2.81934 -3.31746 0.51348
H -4.61536 -4.83479 -0.27405
H -4.03536 -6.81221 -1.72034
H -1.62030 -7.33459 -2.16153
H 0.16279 -5.87946 -1.21092
H 0.92623 -5.99359 1.47089
H 3.02610 -7.31409 1.14940
H 4.87115 -6.38645 -0.28534
H 4.55191 -4.15036 -1.41353
H 2.47052 -2.89540 -1.13088
H -2.14593 -2.76023 2.20755
H -2.40247 -2.77188 4.62165
H -0.43559 -3.30745 6.11228
H 1.75312 -3.88079 5.01561
H 2.01315 -3.69299 2.55651
```

- Frontier orbital gap (alpha / beta): 0.16208 / 0.16925 hartree
- HOMO energy (alpha / beta): -0.3 / -0.5 eV
- Charge: -2
- 2S+1: 5

Summary of relative energy (zero: lowest compared OMol25 entry of this formula, charge and spin) in eV
1.0974, 0.9801, 0.4945
(order as listed above)
Summary of electronic energy in a.u.
-282.18881, -340.75889, -2996.78432
(order as listed above)